--- i ---
Computed, not measured: one molecule with the formula CH5N3OS, with ωB97M-V/def2-TZVPD.

Last column: natural (NBO) charge in e.
Element x y z (Å)
C: -0.166 0.639 -0.141  0.525
H: -2.266 -1.709 -0.536  0.477
H: -0.083 -1.110 0.661  0.339
H: -1.981 1.198 -0.469  0.375
H: 1.558 1.628 0.464  0.399
H: 2.622 -1.117 0.705  0.128
N: -0.468 -0.796 -0.272  -0.335
N: -1.029 1.607 -0.425  -0.699
N: 1.164 0.711 0.442  -0.752
O: -1.812 -0.839 -0.023  -0.590
S: 2.460 -0.211 -0.405  0.135

structure (SMILES): [H]/N=C(\NO)NS
charge: 0

--- ii ---
Computed, not measured: a 2-piece molecular cluster, CH5N3OS overall, with ωB97M-V/def2-TZVPD.

Last column: natural (NBO) charge in e.
Element x y z (Å)
C: 1.723 -1.140 -0.944  0.874
N: 2.796 -1.006 -1.411  -0.729
N: -2.112 0.207 0.524  -0.647
N: -0.743 0.487 0.814  -0.548
O: 0.788 -1.612 -0.391  -0.577
S: 0.064 1.750 -0.070  -0.413
H: 3.293 -0.304 -2.044  0.453
H: -0.046 -0.425 0.673  0.460
H: -2.721 0.575 1.249  0.354
H: -2.341 0.800 -0.280  0.375
H: -0.700 0.669 1.880  0.398

structure (SMILES): N[NH2+][S-].N=C=O
charge: 0

--- iii ---
Computed, not measured: CH5N3OS as an isolated structure, with ωB97M-V/def2-TZVPD.

Last column: natural (NBO) charge in e.
Element x y z (Å)
C: -0.122 0.724 -0.113  0.503
H: -1.971 -1.569 -0.745  0.487
H: -2.296 0.364 0.843  0.413
H: 1.230 2.170 0.004  0.370
H: 0.139 -1.135 -0.023  0.423
H: 2.678 -0.694 1.113  0.096
N: -1.508 0.268 -0.200  -0.330
N: 0.238 1.992 -0.185  -0.708
N: 0.683 -0.375 -0.498  -0.772
O: -1.413 -1.312 -0.044  -0.633
S: 2.341 -0.432 -0.152  0.151

charge: 0

In order of decreasing stability: ii, i, iii.

--- i ---
Computed, not measured: one molecule with the formula C4H2O, with ωB97M-V/def2-TZVPD.

Last column: Mulliken charge in e.
Element x y z (Å)
C: 0.904 -0.549 0.335  0.078
C: 0.226 0.562 -0.042  -0.256
C: -0.125 -1.211 -0.241  -0.555
C: -1.121 0.100 -0.039  0.606
O: -2.254 0.423 0.092  -0.447
H: 1.946 -0.600 0.628  0.335
H: 0.424 1.277 -0.733  0.239

structure (SMILES): O=C1C2=C[C@H]12
charge: 0

--- ii ---
Computed, not measured: one molecule with the formula C4H2O, with ωB97M-V/def2-TZVPD.

Last column: natural (NBO) charge in e.
Element x y z (Å)
C: -0.731 -1.070 -0.501  -0.485
C: -1.621 -1.077 -1.410  0.156
C: 0.661 0.912 0.042  0.378
C: 0.116 -0.695 0.412  0.016
O: -0.093 1.410 0.829  -0.484
H: 0.392 -1.109 1.295  0.218
H: 1.276 1.628 -0.667  0.201

charge: 0

--- iii ---
Computed, not measured: one molecule with the formula C4H2O, with ωB97M-V/def2-TZVPD.

Last column: natural (NBO) charge in e.
Element x y z (Å)
C: -1.381 0.331 0.062  -0.382
C: -1.855 0.552 1.159  0.154
C: 1.024 0.142 -0.029  0.379
C: -0.365 -0.346 -0.361  -0.056
O: 1.300 0.713 1.005  -0.433
H: 1.731 -0.107 -0.963  0.119
H: -0.454 -1.285 -0.874  0.219

charge: 0

In order of decreasing stability: i, iii, ii.

--- i ---
Computed, not measured: C22H42Cl3N2O3SSiTb as an isolated structure, with ωB97M-V/def2-TZVPD.

Last column: Mulliken spin population.
Element x y z (Å)
C: -2.077 4.318 1.278  0.000
C: -2.763 3.297 0.429  0.001
H: -2.518 5.314 1.174  0.000
H: -1.006 4.391 1.038  0.000
H: -2.168 3.994 2.321  0.000
C: -3.602 3.598 -0.584  -0.001
C: -3.994 4.982 -0.957  0.000
H: -4.088 2.808 -1.166  0.000
H: -3.222 5.724 -0.725  0.000
H: -4.928 5.275 -0.459  0.000
H: -4.197 5.007 -2.031  0.000
Tb: 0.809 0.585 0.425  5.844
Cl: 0.697 -0.245 2.873  0.002
Cl: 2.960 1.549 -0.802  0.002
C: -1.406 -2.081 0.190  0.005
O: -0.338 -1.471 -0.061  0.050
N: -2.124 -2.797 -0.690  0.001
C: -1.762 -2.929 -2.096  0.000
C: -3.350 -3.472 -0.266  0.000
H: -1.858 -2.080 1.201  0.000
H: -0.826 -2.415 -2.314  0.000
H: -2.563 -2.512 -2.720  0.000
H: -1.683 -3.993 -2.345  0.000
H: -3.617 -3.128 0.738  0.000
H: -3.193 -4.560 -0.257  0.000
H: -4.161 -3.235 -0.965  0.000
H: -0.576 3.321 -1.219  0.000
H: -2.457 2.672 -3.417  0.000
C: 0.078 3.113 -2.080  -0.008
C: -1.485 2.475 -3.901  0.000
N: -0.493 2.055 -2.910  0.001
H: 1.069 2.813 -1.711  0.008
C: -0.061 0.777 -2.866  -0.001
O: 0.566 0.277 -1.915  0.034
H: -1.614 1.666 -4.632  0.000
H: -0.366 0.161 -3.729  -0.001
H: 0.177 4.030 -2.675  0.000
H: -1.147 3.392 -4.404  0.000
O: -1.030 1.729 0.513  0.087
C: -2.379 1.864 0.751  -0.004
C: -3.092 0.644 -1.339  0.002
C: -3.265 0.851 0.028  0.001
H: -2.211 1.091 -1.805  -0.003
C: -4.027 -0.094 -2.067  0.000
H: -2.537 1.688 1.826  -0.001
C: -4.312 0.216 0.688  0.000
H: -3.861 -0.265 -3.133  0.000
C: -5.149 -0.620 -1.433  0.000
C: -5.261 -0.491 -0.044  0.000
H: -4.372 0.280 1.782  0.000
H: -5.905 -1.166 -1.998  0.000
H: -6.096 -0.957 0.472  0.000
Si: 3.636 3.349 2.422  0.001
Cl: 1.575 3.207 1.722  -0.008
C: 4.844 3.421 1.013  0.000
C: 3.811 1.841 3.510  0.000
C: 4.031 4.953 3.316  -0.001
H: 4.396 3.052 0.078  0.000
H: 5.698 2.772 1.257  0.000
H: 5.208 4.445 0.849  0.000
H: 4.092 5.785 2.599  0.000
H: 5.019 4.848 3.782  0.000
H: 3.309 5.214 4.095  0.000
H: 3.220 0.980 3.139  0.002
H: 3.461 2.057 4.533  0.000
H: 4.876 1.559 3.543  0.000
C: 2.686 -2.677 1.254  0.002
S: 3.101 -1.551 -0.066  -0.010
C: 2.479 -2.493 -1.473  -0.002
H: 2.011 -2.161 1.949  -0.001
H: 3.629 -2.900 1.759  0.000
H: 2.232 -3.593 0.877  0.000
H: 3.359 -2.841 -2.027  -0.001
H: 1.871 -3.342 -1.146  0.000
H: 1.888 -1.810 -2.093  -0.001

multiplicity: 7
charge: 0

--- ii ---
Computed, not measured: C22H42Cl3N2O3SSiTb as an isolated structure, with ωB97M-V/def2-TZVPD.

Last column: Mulliken spin population.
Element x y z (Å)
C: 1.976 2.365 -2.907  -0.001
C: 2.944 1.324 -2.446  0.004
H: 2.423 3.347 -3.035  0.000
H: 1.145 2.445 -2.208  0.001
H: 1.540 2.073 -3.866  0.000
C: 4.272 1.455 -2.422  0.000
C: 5.082 2.636 -2.836  0.000
H: 4.855 0.605 -2.082  0.000
H: 4.478 3.489 -3.134  0.000
H: 5.733 2.386 -3.678  0.000
H: 5.743 2.963 -2.030  0.000
Tb: 0.000 0.000 0.000  5.948
Cl: -0.890 -1.077 -1.849  -0.001
Cl: -0.959 2.038 -0.563  0.002
C: 1.017 -2.790 0.027  0.012
O: 0.713 -1.833 0.759  0.053
N: 1.537 -3.930 0.481  -0.001
C: 1.843 -4.115 1.884  0.001
C: 1.901 -4.995 -0.429  -0.001
H: 0.850 -2.750 -1.048  0.000
H: 1.459 -3.270 2.442  -0.001
H: 2.922 -4.186 2.029  0.000
H: 1.383 -5.032 2.251  0.000
H: 1.662 -4.704 -1.447  0.000
H: 1.362 -5.910 -0.182  0.000
H: 2.971 -5.188 -0.377  0.000
H: 2.523 3.128 -0.091  0.000
H: 4.570 1.834 0.621  0.000
C: 2.140 3.071 0.925  -0.002
C: 4.174 1.874 1.636  0.000
N: 2.729 1.924 1.593  0.002
H: 1.065 2.951 0.878  0.001
C: 1.998 0.872 1.934  0.003
O: 0.763 0.779 1.820  0.014
H: 4.503 0.991 2.176  0.000
H: 2.582 0.052 2.372  0.001
H: 2.402 3.980 1.466  0.000
H: 4.568 2.758 2.135  0.000
O: 1.708 0.359 -0.686  -0.030
C: 2.250 0.066 -1.942  -0.001
C: 3.833 -1.481 -0.722  -0.002
C: 3.152 -1.146 -1.886  0.000
H: 3.670 -0.876 0.157  -0.001
C: 4.689 -2.573 -0.685  0.000
H: 1.448 -0.164 -2.652  -0.002
C: 3.326 -1.948 -3.010  -0.001
H: 5.222 -2.812 0.228  0.000
C: 4.866 -3.359 -1.816  0.000
C: 4.173 -3.046 -2.978  0.000
H: 2.791 -1.703 -3.919  0.000
H: 5.533 -4.211 -1.791  0.000
H: 4.296 -3.658 -3.863  0.000
Si: -3.893 6.360 -0.961  0.000
Cl: -2.425 7.423 -2.026  0.000
C: -3.421 6.423 0.844  0.000
C: -3.890 4.610 -1.613  0.001
C: -5.527 7.207 -1.275  0.000
H: -2.446 5.971 1.014  0.000
H: -4.149 5.884 1.452  0.000
H: -3.380 7.449 1.206  0.000
H: -5.508 8.242 -0.935  0.000
H: -6.333 6.697 -0.747  0.000
H: -5.773 7.211 -2.336  0.000
H: -2.920 4.136 -1.468  0.001
H: -4.116 4.584 -2.677  0.000
H: -4.637 4.006 -1.098  0.000
C: -4.109 -1.243 1.260  -0.016
S: -2.429 -0.595 0.981  0.013
C: -1.784 -1.285 2.545  0.004
H: -4.682 -1.128 0.316  0.001
H: -4.632 -0.648 2.035  -0.001
H: -4.079 -2.324 1.516  0.000
H: -2.536 -1.178 3.356  0.000
H: -1.478 -2.343 2.419  0.000
H: -0.940 -0.664 2.898  -0.002

multiplicity: 7
charge: 0

In order of decreasing stability: i, ii.

--- i ---
Computed, not measured: C29H27AsBF6N6S2W as an isolated structure, with ωB97M-V/def2-TZVPD.

Last column: Mulliken spin population.
Element x y z (Å)
W: 0.228 -0.212 -0.146  0.746
C: -3.263 2.252 1.319  -0.007
C: -2.665 3.312 1.981  0.008
C: -1.293 3.344 2.086  -0.004
C: -0.529 2.328 1.527  0.029
N: -1.114 1.313 0.862  0.059
C: -2.456 1.289 0.771  0.016
C: 0.929 2.256 1.597  -0.014
C: 1.679 3.221 2.259  -0.010
C: 3.060 3.148 2.252  0.015
C: 3.679 2.113 1.569  -0.012
C: 2.923 1.157 0.909  0.004
C: 1.527 1.190 0.913  0.004
H: -4.334 2.180 1.197  0.000
H: -3.262 4.111 2.400  0.000
H: -0.801 4.171 2.572  0.000
H: -2.883 0.461 0.231  0.010
H: 1.195 4.048 2.763  0.001
H: 3.647 3.904 2.760  0.000
H: 4.761 2.053 1.537  0.000
H: 3.457 0.387 0.374  0.004
S: -1.457 0.068 -1.798  0.089
C: -1.288 -1.234 -2.971  -0.010
C: -1.927 -1.132 -4.202  0.015
C: -1.835 -2.172 -5.114  -0.010
C: -1.105 -3.309 -4.796  0.015
C: -0.465 -3.409 -3.568  -0.009
C: -0.560 -2.371 -2.646  0.034
S: 0.245 -2.487 -1.086  -0.031
H: -2.486 -0.232 -4.441  0.000
H: -2.328 -2.090 -6.075  0.000
H: -1.026 -4.122 -5.509  0.001
H: 0.115 -4.290 -3.321  0.000
B: 3.420 -1.801 -1.002  0.000
N: 2.873 -1.847 0.473  -0.021
C: 3.601 -2.370 1.459  0.001
C: 2.852 -2.395 2.622  0.000
C: 1.646 -1.831 2.256  0.016
N: 1.649 -1.512 0.952  0.011
N: 2.924 -0.525 -1.743  -0.020
C: 3.572 -0.029 -2.800  0.008
C: 2.745 0.848 -3.479  0.001
C: 1.564 0.848 -2.759  -0.001
N: 1.682 0.019 -1.702  0.040
H: 4.620 -1.686 -0.888  0.000
H: 3.109 -2.795 -1.597  0.002
H: 4.607 -2.698 1.254  0.000
H: 3.142 -2.760 3.594  0.000
H: 0.798 -1.650 2.881  0.001
H: 4.576 -0.365 -3.007  0.001
H: 2.964 1.425 -4.362  0.000
H: 0.665 1.412 -2.924  -0.001
C: -4.256 -2.855 3.901  0.000
C: -3.219 -2.296 2.976  0.001
C: -2.253 -1.396 3.414  -0.003
C: -1.317 -0.916 2.529  -0.006
N: -1.252 -1.290 1.244  0.009
C: -2.176 -2.154 0.818  0.001
C: -3.164 -2.661 1.637  0.000
H: -4.374 -2.234 4.789  0.000
H: -3.962 -3.856 4.227  0.000
H: -5.221 -2.943 3.402  0.000
H: -2.235 -1.049 4.441  0.000
H: -0.596 -0.178 2.852  -0.003
H: -2.113 -2.442 -0.220  0.006
H: -3.891 -3.344 1.215  0.000
F: 0.163 2.568 -1.097  0.010
As: -0.485 4.052 -1.830  0.000
F: -0.257 4.834 -0.299  0.000
F: -2.059 3.532 -1.307  0.000
F: -1.140 5.473 -2.526  0.000
F: -0.689 3.161 -3.301  0.000
F: 1.117 4.466 -2.298  0.000

multiplicity: 2
charge: 0

--- ii ---
Computed, not measured: C29H27AsBF6N6S2W as an isolated structure, with ωB97M-V/def2-TZVPD.

Last column: Mulliken spin population.
Element x y z (Å)
W: -0.197 0.072 0.215  0.885
C: -4.499 0.387 -1.189  -0.008
C: -4.389 0.652 -2.546  0.012
C: -3.133 0.796 -3.090  -0.003
C: -2.004 0.671 -2.285  0.056
N: -2.114 0.347 -0.980  0.034
C: -3.347 0.242 -0.453  0.029
C: -0.641 0.921 -2.749  -0.072
C: -0.368 1.338 -4.050  -0.007
C: 0.938 1.563 -4.443  0.016
C: 1.959 1.376 -3.522  -0.012
C: 1.674 0.965 -2.228  0.046
C: 0.372 0.715 -1.806  0.032
H: -5.456 0.289 -0.699  0.000
H: -5.271 0.762 -3.164  0.000
H: -3.016 1.028 -4.137  0.001
H: -3.402 0.030 0.601  0.008
H: -1.167 1.498 -4.762  0.001
H: 1.155 1.894 -5.450  0.001
H: 2.988 1.558 -3.806  0.000
H: 2.492 0.843 -1.541  0.010
S: 0.682 -0.101 2.561  -0.025
C: 0.200 -1.668 3.174  0.014
C: 0.874 -2.261 4.241  -0.002
C: 0.440 -3.472 4.753  0.001
C: -0.665 -4.112 4.200  -0.002
C: -1.330 -3.537 3.129  0.002
C: -0.898 -2.315 2.620  0.014
S: -1.732 -1.576 1.260  -0.011
H: 1.741 -1.767 4.660  0.000
H: 0.973 -3.925 5.579  0.000
H: -1.002 -5.061 4.596  0.000
H: -2.182 -4.031 2.678  0.000
B: -0.949 3.389 -0.149  0.004
N: 0.528 3.131 0.263  -0.016
C: 1.508 4.010 0.468  0.002
C: 2.648 3.331 0.867  0.000
C: 2.269 1.998 0.899  -0.013
N: 0.985 1.888 0.530  0.010
N: -1.770 2.726 0.991  -0.028
C: -2.602 3.307 1.852  0.000
C: -2.927 2.398 2.847  0.001
C: -2.208 1.258 2.522  -0.004
N: -1.519 1.458 1.390  0.040
H: -1.160 4.573 -0.155  0.000
H: -1.186 2.865 -1.198  0.001
H: 1.322 5.060 0.318  0.000
H: 3.609 3.742 1.119  0.000
H: 2.833 1.127 1.180  0.001
H: -2.895 4.333 1.702  0.000
H: -3.566 2.546 3.699  0.000
H: -2.144 0.319 3.039  -0.003
C: 1.266 -5.595 -3.014  0.000
C: 0.752 -4.357 -2.344  -0.001
C: 0.326 -3.258 -3.079  0.001
C: -0.093 -2.115 -2.436  0.004
N: -0.140 -1.980 -1.100  -0.011
C: 0.266 -3.047 -0.398  0.003
C: 0.696 -4.228 -0.969  0.000
H: 2.095 -5.349 -3.678  0.000
H: 0.487 -6.059 -3.621  0.000
H: 1.613 -6.325 -2.285  0.000
H: 0.324 -3.276 -4.161  0.000
H: -0.433 -1.283 -3.027  0.000
H: 0.251 -2.962 0.675  -0.019
H: 1.019 -5.028 -0.316  0.000
F: 1.727 -0.660 0.121  0.007
As: 3.600 -1.584 0.023  -0.003
F: 2.743 -2.802 0.855  0.000
F: 3.944 -0.845 1.525  0.001
F: 5.066 -2.408 -0.119  0.000
F: 4.096 -0.128 -0.723  0.000
F: 2.942 -2.098 -1.463  0.000

multiplicity: 2
charge: 0

In order of decreasing stability: ii, i.